{"formula": "H24O12", "method": "wB97M-V/def2-TZVPD", "e_tot_ev": -24952.621, "symbols": ["O", "O", "O", "O", "O", "O", "O", "O", "O", "O", "O", "O", "H", "H", "H", "H", "H", "H", "H", "H", "H", "H", "H", "H", "H", "H", "H", "H", "H", "H", "H", "H", "H", "H", "H", "H"], "coordinates": [[0.46, 1.60, -2.88], [0.21, -3.17, 1.00], [-1.80, 2.21, -0.41], [0.61, 3.33, -0.45], [-0.25, -0.20, -0.78], [1.96, -1.99, -0.39], [2.63, -0.44, 1.38], [-1.38, 0.03, 2.73], [-1.93, -2.27, -2.08], [2.54, 0.99, -0.91], [0.61, -1.08, 1.16], [-3.25, 1.15, 1.01], [1.56, -1.14, -0.40], [-0.25, 3.03, -0.66], [-2.31, 2.99, -0.38], [-3.45, 0.33, 1.07], [0.12, -0.48, 0.05], [1.98, 1.73, -0.60], [-4.13, 1.60, 1.25], [-0.90, 0.27, -0.59], [0.34, -1.94, 1.04], [2.81, 0.54, -0.11], [-2.45, 1.66, 0.19], [0.02, 1.42, -2.18], [-0.22, 1.37, -3.56], [-1.56, -1.57, -1.46], [1.85, -2.45, -1.29], [2.39, 0.35, 2.07], [0.10, -4.24, 1.25], [-1.15, -2.77, -2.03], [-1.96, 0.46, 2.20], [-0.62, -0.36, 2.15], [1.16, -3.09, 0.99], [1.08, 3.72, -1.21], [3.54, -0.57, 1.68], [1.62, -1.02, 1.14]]}